[1]
Density functional theory data (the ωB97M-V functional and the def2-TZVPD basis) for 16 unconnected molecules or ions with the total composition C18H56N17O32P.

The geometry in XYZ format:
```
124
C18H56N17O32P the ωB97M-V functional and the def2-TZVPD basis
P 0.1147 0.4197 -0.7748
O -4.3718 10.4429 12.7435
O 12.1174 0.8588 -9.6019
O -3.6559 -0.3200 4.3270
O 2.6356 -4.6671 -7.7994
O -1.5751 0.3329 8.1076
O -1.4409 5.4192 5.0919
O -4.3319 5.7174 8.7569
O 0.2281 4.0820 5.2465
O 9.4221 -0.4300 -7.8320
O -6.7467 -7.7714 5.9600
O -2.8159 -1.2871 -5.2548
O -2.8621 1.6244 3.9004
O 3.3297 -2.7103 -8.3387
O 8.4343 -2.1957 -7.1179
O -2.5388 -5.9257 -7.4967
O 3.0117 1.9636 0.7617
O -5.7570 -5.9438 5.4307
O -2.6554 6.0697 10.0467
O 4.5867 -0.6234 -5.5365
O -1.8253 -3.9431 -7.9039
O 6.3030 -1.9100 -5.5332
O -4.0137 -0.5142 -3.6446
O 2.6596 1.5875 -1.2962
O -4.8274 2.3807 -1.4714
O -3.7249 10.8114 10.7307
O 11.9549 1.1912 -11.7156
O -5.1932 1.1823 0.2704
O 3.1889 -3.0622 -1.3305
O -1.4592 -3.5236 4.1030
O -2.2266 -5.4871 4.5132
O -2.6605 1.7816 6.9542
O 2.0952 -2.4122 -3.0653
N 11.5030 1.1660 -10.5956
N 5.4842 -1.2180 -6.0976
N -3.0058 -0.5559 -4.3126
N -2.6205 -4.7230 -7.4321
N 9.3456 -1.4071 -7.1184
N -5.7710 -7.0696 5.8765
N 2.3655 2.3064 -0.1559
N 2.5707 -3.4653 -7.7654
N -3.9349 10.0862 11.6744
N -2.2903 -4.2774 4.5487
N -3.2192 5.4750 9.1549
N -5.2544 1.3951 -0.9190
N -3.7072 0.8880 4.3553
N -1.5788 0.5900 -0.2844
N -0.5226 4.7961 4.6181
N -1.6498 1.1754 7.2502
N 3.1227 -2.6755 -2.4712
C -0.2904 4.9010 3.1563
C -1.8243 -0.9731 1.7162
C -5.9067 0.3588 -1.7582
C -0.4166 1.4989 6.4937
C 10.4652 -1.6380 -6.1733
C -1.9037 0.3638 -3.9475
C 10.0776 1.5406 -10.4170
C -3.4806 -3.6656 5.1921
C 1.9511 0.3250 -1.3673
C -2.4947 4.3611 8.4947
C -3.6347 8.6401 11.5162
C 5.5671 -1.0919 -7.5725
C 4.3885 -2.4974 -3.2225
C -3.7850 -4.1448 -6.7151
C -4.8815 1.5280 4.9938
C 1.4834 -2.8517 -6.9606
C -4.4860 -7.6379 6.3576
C -2.1862 -0.6295 0.2481
H -4.6107 -7.8799 7.4092
H 10.2575 -2.5386 -5.6071
H 0.8948 -3.6449 -6.5143
H -1.0391 -0.2487 -3.7102
H -1.5175 4.2639 8.9554
H -2.0101 -1.5095 -0.3811
H 11.3713 -1.7463 -6.7629
H -0.6522 2.2592 5.7706
H -2.8923 8.3772 12.2640
H 4.7598 -0.4512 -7.9054
H -5.3690 2.1432 4.2419
H 4.4471 -1.4588 -3.5161
H -5.5510 0.7563 5.3560
H 10.5252 -0.7716 -5.5209
H -4.4036 -4.9562 -6.3487
H -6.9287 0.2489 -1.4044
H 1.9903 -0.0579 -2.3906
H -3.7046 -6.8989 6.2153
H 0.8786 -2.2512 -7.6342
H 5.2179 -2.7668 -2.5788
H -4.1322 -4.4571 5.5436
H -0.2238 -0.6547 -1.6532
H -0.7577 -0.9076 1.9489
H 4.3450 -3.1478 -4.0906
H 5.4688 -2.0864 -7.9885
H -3.2728 -0.4682 0.2340
H -3.2549 8.4696 10.5180
H -1.7404 1.3871 0.3154
H -1.0354 5.5665 2.7359
H 6.5327 -0.6613 -7.8150
H -2.1081 -2.0152 1.9165
H 1.9505 -2.2341 -6.1964
H 0.3223 1.8543 7.2062
H -4.5087 2.1323 5.8106
H -0.0841 0.5865 6.0051
H -0.3807 3.9011 2.7402
H -1.7098 1.0012 -4.8060
H -3.0825 3.4600 8.6366
H -5.3478 -0.5613 -1.6332
H -4.2860 -8.5303 5.7722
H -4.3312 -3.5274 -7.4221
H -4.5600 8.0948 11.6760
H -5.8865 0.6864 -2.7877
H -2.4040 4.6086 7.4401
H -3.9802 -3.0548 4.4455
H 9.6615 1.7895 -11.3866
H 9.5680 0.6865 -9.9810
H -2.3766 -0.3767 2.4516
H 0.5659 0.2005 0.5619
H 2.4392 -0.4061 -0.6985
H -3.3979 -3.5478 -5.8952
H -2.2112 0.9519 -3.0874
H 10.0462 2.3964 -9.7490
H 0.7116 5.2952 3.0130
H -3.1256 -3.0572 6.0196
H 0.0439 1.7444 -1.3300
```

Values from the calculation:
molecular weight	1053.71	g/mol
E_HOMO	-8.864	eV
orbital gap	8.5	eV
total charge	0
energy	-4397.69349	Eh

Mulliken population analysis, charges in e, atoms 1 to 4: P 0.539; O -0.536; O -0.522; O -0.462


[2]
Density functional theory data (the ωB97M-V functional and the def2-TZVPD basis) for 10 unconnected molecules or ions with the total composition C18H56N4O18.

The geometry in XYZ format:
```
96
C18H56N4O18 the ωB97M-V functional and the def2-TZVPD basis
O 16.2533 17.1391 10.0997
O 13.7131 13.1847 6.8855
O 16.7897 8.0058 9.4080
O 16.0800 13.7181 13.6062
O 16.0071 5.8231 11.1780
O 12.7333 8.4625 8.5027
O 13.7481 12.0980 10.1237
O 15.3812 14.5507 16.5157
O 8.9811 13.7128 13.1854
O 11.3565 12.0842 8.7738
O 17.4378 11.7402 11.9608
O 14.1875 14.9423 9.9324
O 10.4953 7.5726 7.1472
O 18.9160 14.5868 12.0324
O 12.2943 9.7815 10.9686
O 11.0457 13.7720 11.1916
O 13.5804 7.6058 14.8887
O 9.0104 10.4664 9.3737
N 9.3339 9.3713 11.2777
N 7.3817 10.3260 10.9930
N 12.6425 7.2705 12.9434
N 11.7858 8.8327 14.0991
C 15.6816 12.9199 14.6069
C 14.7072 13.6788 15.5775
C 11.4691 12.3629 7.3906
C 12.7463 8.5279 7.0801
C 14.4407 10.9107 10.4457
C 10.9635 12.8377 12.2867
C 12.7025 7.8568 14.1010
C 8.5791 9.9929 10.4255
C 11.8092 7.4880 6.5158
C 9.5301 12.6320 12.5254
C 12.4106 13.5796 7.1598
C 19.2548 13.2716 11.4954
C 15.9975 6.9172 8.9955
C 13.6054 10.0501 11.5372
C 15.1806 16.9250 10.9548
C 14.7991 15.3868 11.0672
C 15.1215 6.4596 10.2013
C 18.0769 12.4362 10.8912
H 9.2807 14.4029 12.5891
H 12.2255 6.4866 6.4055
H 14.0441 13.9958 10.0039
H 15.6570 14.7353 11.2338
H 11.6735 7.8733 5.5052
H 18.3152 15.0261 11.4260
H 14.1840 9.1451 11.7228
H 14.0380 14.2865 14.9683
H 16.5074 12.5725 15.2277
H 12.9008 11.8749 9.7313
H 10.7001 11.4117 8.9699
H 16.5222 6.4769 11.6564
H 14.2344 15.3599 11.9991
H 18.4030 11.7263 10.1310
H 17.2610 12.9813 10.4165
H 8.9588 12.6238 11.5971
H 12.5072 9.5034 10.0748
H 16.6830 6.1565 8.6220
H 11.4923 11.9111 12.0635
H 15.9207 17.3646 9.2279
H 14.5644 7.2780 10.6575
H 12.1116 7.6813 12.1888
H 16.7244 14.3534 13.9268
H 12.5556 9.5452 6.7383
H 19.7539 12.6953 12.2744
H 16.9879 12.4083 12.4831
H 15.3366 7.3216 8.2289
H 15.0936 12.0965 14.2016
H 7.1351 9.7441 11.7809
H 11.5513 9.2554 14.9860
H 9.8961 8.1006 6.6145
H 17.1937 7.7824 10.2497
H 11.3724 9.0489 13.2033
H 15.5034 17.3948 11.8838
H 12.2311 14.3387 7.9212
H 8.9059 9.0976 12.1507
H 15.8753 15.2854 16.1446
H 15.4745 10.9527 10.7887
H 11.8336 8.1461 8.6125
H 9.3651 11.7185 13.0966
H 6.6826 10.8854 10.5257
H 10.4956 12.6155 6.9704
H 14.3268 5.8210 9.8155
H 13.8476 12.5507 7.5937
H 14.5416 10.3082 9.5430
H 13.6672 8.4015 6.5109
H 13.5444 10.5804 12.4876
H 14.1763 12.9368 16.1739
H 12.0776 14.1788 6.3124
H 11.7611 13.4036 10.6682
H 11.3859 13.3012 13.1783
H 10.3215 9.2385 11.1128
H 11.6232 11.4214 6.8636
H 13.1003 6.3707 12.9705
H 14.3341 17.4632 10.5283
H 20.0477 13.4643 10.7728
```

Values from the calculation:
relative energy (zero: lowest compared OMol25 entry of this formula, charge and spin)	67.6	kcal per mole
molecular weight	616.66	g/mol
E_HOMO	-9.586	eV
orbital gap	9.7	eV
total charge	0
SMILES string	NC(N)=O.NC(N)=O.OCCO.OCCO.OCCO.OCCO.OCCO.OCCO.OCCO.OCCO
energy	-2292.60976	Eh

Mulliken population analysis, charges in e, atoms 1 to 4: O -0.559; O -0.633; O -0.480; O -0.222


[3]
Density functional theory data (the ωB97M-V functional and the def2-TZVPD basis) for 7 unconnected molecules or ions with the total composition C18H56N5O7.

The geometry in XYZ format:
```
86
C18H56N5O7 the ωB97M-V functional and the def2-TZVPD basis
O 10.5398 -28.0669 34.3834
O 2.8348 -24.6585 29.1159
O 9.1933 -26.0572 30.0732
O 4.9560 -23.6967 31.4054
O 5.5788 -30.2522 34.7469
O 8.3927 -20.2848 34.4370
O 4.9984 -26.0561 29.4357
N 8.2780 -23.1155 32.9085
N 5.8879 -27.9603 33.5387
N 8.3037 -30.9851 33.6550
N 7.7699 -28.5720 30.5451
N 6.6180 -26.1892 31.6331
C 4.8699 -31.5207 34.5567
C 9.1409 -28.5893 30.0319
C 5.4531 -27.8023 34.9144
C 9.4974 -30.3445 34.2456
C 9.4497 -27.2360 29.3923
C 5.0072 -29.1799 35.3841
C 4.2783 -26.7221 35.0012
C 9.3221 -29.9986 29.3158
C 9.0571 -24.8820 29.2802
C 9.5332 -19.4055 34.8488
C 9.2833 -28.7178 34.2116
C 7.7247 -22.6639 34.2126
C 8.5628 -21.5909 34.9486
C 7.2763 -23.8784 35.0573
C 3.5007 -24.8367 27.9220
C 10.6315 -26.7127 33.9032
C 10.6956 -31.0237 33.4202
C 4.9164 -25.1911 28.2981
H 9.4843 -18.4472 34.3318
H 11.4719 -26.1812 34.3496
H 9.6073 -19.4791 35.9338
H 11.5788 -30.4324 33.6619
H 1.8907 -24.5774 28.9618
H 4.3591 -31.9278 35.4292
H 6.2850 -26.5885 32.4990
H 9.2010 -23.4660 33.1211
H 8.6380 -25.1231 28.3033
H 4.8944 -22.9808 32.0378
H 9.1136 -27.2874 28.3567
H 3.8735 -26.7157 36.0132
H 10.0878 -24.5636 29.1240
H 6.3863 -27.5134 35.3978
H 8.7791 -23.9015 29.6666
H 9.8049 -26.0842 34.2345
H 7.7468 -29.4558 31.0334
H 3.4108 -23.9680 27.2697
H 6.0291 -26.5465 30.8944
H 9.7198 -30.6654 30.0808
H 8.3668 -31.9769 33.8350
H 8.3754 -22.2543 32.3898
H 10.3229 -19.9281 34.3091
H 6.7977 -24.5945 34.3893
H 10.0753 -30.0068 28.5279
H 5.3890 -25.5088 27.3687
H 10.5045 -31.1477 32.3543
H 8.3600 -21.4869 36.0145
H 4.1023 -23.7088 30.9727
H 3.4734 -26.9905 34.3169
H 7.4042 -30.7483 34.0486
H 8.7571 -28.3011 35.0705
H 6.2166 -28.9153 33.5416
H 9.8530 -28.5030 30.8526
H 10.8738 -32.0717 33.6611
H 4.9790 -28.2299 33.1904
H 7.0912 -28.6989 29.8079
H 6.4518 -25.1934 31.6054
H 9.5822 -21.9617 34.8418
H 8.7921 -28.2573 33.3544
H 10.5042 -27.4201 29.1866
H 5.3461 -24.2568 28.6594
H 2.8854 -25.6085 27.4597
H 5.6885 -32.2120 34.3564
H 8.4231 -30.3605 28.8168
H 7.5950 -26.3575 31.4398
H 5.0857 -29.2147 36.4707
H 3.9465 -29.3622 35.2114
H 10.7678 -26.7672 32.8231
H 4.1988 -25.8958 29.9423
H 8.0842 -24.4683 35.4901
H 9.6964 -30.6201 35.2812
H 4.1738 -31.4920 33.7184
H 6.7699 -22.2376 33.9050
H 4.5048 -25.6906 34.7313
H 6.4816 -23.6092 35.7531
```

Values from the calculation:
molecular weight	454.67	g/mol
E_HOMO	-11.277	eV
orbital gap	9.3	eV
total charge	+1
energy	-1519.45025	Eh

Mulliken population analysis, charges in e, atoms 1 to 4: O -0.443; O -0.546; O -0.234; O -0.503


[4]
Density functional theory data (the ωB97M-V functional and the def2-TZVPD basis) for a molecular structure, C18H57N3O12.

The geometry in XYZ format:
```
90
C18H57N3O12 the ωB97M-V functional and the def2-TZVPD basis
O 3.3436 -1.3761 1.2080
O -1.7803 -0.1268 -1.8337
O 1.8117 -2.0813 4.5174
O -0.5601 0.7500 1.2440
O 1.2626 -1.7767 -2.0335
O 2.0731 0.2642 -2.6026
O -1.1674 3.0655 -1.7288
O 0.0581 -0.1330 -3.6598
O -3.5125 -1.7675 1.1503
O 0.0908 0.2402 -0.7026
O -2.0684 -5.9622 -1.0816
O -0.3489 7.1421 -1.2232
N 0.9636 -2.2841 1.8236
N -1.2865 -3.1086 -0.2841
N 1.2588 4.8221 -0.6692
C -0.5418 3.0616 -0.4169
C 1.0096 5.7614 0.3743
C 0.5847 -1.5536 4.1403
C -1.0520 1.8795 -2.4487
C -1.0970 -6.9662 -1.1425
C -1.9631 -4.8701 -2.0009
C -2.3865 -1.1170 0.5885
C 0.6225 7.1238 -0.1827
C -0.8020 -3.9089 -1.4418
C 0.9979 -1.8523 0.4339
C -1.9439 -1.8926 -0.6398
C 2.6812 -1.0553 4.7121
C 0.5233 -1.1972 2.7038
C 2.3192 -1.0303 0.2026
C -3.8438 -1.2942 2.4519
C 0.9129 3.3754 -0.4514
C -1.7716 7.2529 -0.8641
C 4.4695 -0.5316 1.0638
H -2.8625 -4.2596 -2.0816
H 0.5036 -1.7677 -2.6166
H 5.2231 -0.9114 1.7537
H 0.1454 5.4078 0.9366
H 2.0956 -0.6644 -2.8338
H 4.2228 0.4912 1.3483
H -2.0782 8.2347 -0.5033
H 1.1399 -2.5563 -1.4918
H -0.3289 -0.9644 -3.3854
H 1.9616 -2.3032 1.9774
H -4.1060 -0.2379 2.3925
H 4.8920 -0.4857 0.0600
H -1.1366 -7.7078 -0.3447
H -1.6507 -0.9820 1.3812
H 1.2881 2.9557 0.4819
H -1.6926 -5.2819 -2.9732
H -1.0784 3.7536 0.2322
H -0.6856 2.0993 0.0743
H -2.0295 -3.6595 0.1215
H 3.6210 -1.5821 4.8776
H 0.9270 -2.6785 -0.2736
H -0.3672 1.6078 1.6223
H -0.1021 -2.3898 4.2713
H -2.2569 7.0324 -1.8148
H -4.7168 -1.8807 2.7380
H 1.2404 -0.3875 2.5683
H 0.2704 7.6904 0.6793
H -3.0676 -1.5187 3.1834
H 2.7612 0.3645 -1.9449
H 2.1946 0.0388 0.0306
H 0.1482 -4.3794 -1.1888
H 1.3682 2.7989 -1.2567
H -0.7569 2.0822 -3.4783
H -1.9702 1.3027 -2.3380
H -0.5489 -3.1191 -2.1490
H 0.2086 -0.7418 4.7629
H 1.8762 5.8567 1.0286
H -0.2692 1.2570 -2.0153
H -1.0778 -1.3216 -0.9742
H -0.1664 -6.4814 -0.8475
H 2.7587 -1.4063 -0.7212
H -2.6230 -0.0854 0.3280
H -2.6472 -0.1024 -1.4286
H 0.8407 5.2471 -1.4845
H -2.1281 6.4470 -0.2226
H 2.7821 -0.5008 3.7792
H -0.9890 -7.4778 -2.0989
H 0.8697 -0.0684 -3.1563
H -0.4211 -0.7505 2.3926
H -1.8426 0.4809 -2.5706
H 0.1866 -1.1526 0.2330
H 1.4633 7.6818 -0.5947
H 0.6930 -0.4426 -0.9981
H 2.6604 -0.3969 5.5805
H -0.1663 0.7781 0.3720
H -0.6815 0.1361 -1.2585
H -2.7524 -1.9513 -1.3685
```

Values from the calculation:
relative energy (zero: lowest compared OMol25 entry of this formula, charge and spin)	365.3	kcal per mole
molecular weight	507.66	g/mol
E_HOMO	-8.245	eV
orbital gap	8.5	eV
total charge	0
energy	-1786.45275	Eh

Mulliken population analysis, charges in e, atoms 1 to 4: O -0.455; O -0.644; O -0.364; O -0.843


Number 1: maximum force 1.45 eV/Å. Number 2: maximum force 4.37 eV/Å. Number 3: maximum force 4.00 eV/Å. Number 4: maximum force 7.17 eV/Å.